(1)
ORCA calculation (ωB97M-V/def2-TZVPD) on a structure of composition C29H57AsF6HgO17S7.

Calculated values
- energy above the lowest of the compared OMol25 structures with the same formula, charge and spin (eV) = 14.128

Element x y z (Å)
Hg1 2.809 -7.343 -1.998
O1 6.352 -2.473 -0.200
C1 6.326 -3.618 -0.906
O2 5.302 -4.250 -0.903
O3 7.451 -4.077 -1.138
H1 5.397 -2.415 -0.121
As1 0.349 -1.495 -0.443
F1 2.061 -1.292 -0.037
F2 0.043 0.110 0.394
F3 -1.334 -1.446 -0.811
F4 0.727 -3.183 -0.974
F5 0.116 -2.213 1.120
F6 0.761 -0.769 -2.071
C2 -2.229 -4.437 -5.436
C3 -3.593 -4.883 -5.375
C4 -3.534 -6.333 -4.860
S1 -1.711 -6.952 -5.137
O4 -1.688 -8.074 -6.050
O5 -1.063 -6.994 -3.855
C5 -1.382 -5.419 -6.108
H2 -1.866 -4.130 -4.456
H3 -2.261 -3.440 -5.877
H4 -4.168 -4.878 -6.301
H5 -4.176 -4.247 -4.708
H6 -4.185 -7.124 -5.233
H7 -3.681 -6.241 -3.784
H8 -1.734 -5.517 -7.135
H9 -0.310 -5.247 -6.199
C6 -2.009 7.059 -3.329
C7 -1.139 6.104 -2.423
C8 -1.210 4.779 -3.227
S2 -0.746 5.296 -4.907
O6 -1.253 4.504 -5.996
O7 0.668 5.632 -4.999
C9 -1.700 6.884 -4.805
H10 -1.796 8.105 -3.106
H11 -3.098 7.013 -3.298
H12 -1.497 6.021 -1.397
H13 -0.088 6.370 -2.544
H14 -2.237 4.444 -3.372
H15 -0.433 4.042 -3.025
H16 -2.590 6.869 -5.434
H17 -1.021 7.601 -5.267
C10 5.559 3.969 -1.616
C11 7.018 4.380 -1.768
C12 7.563 4.644 -0.392
S3 6.931 3.062 0.447
O8 6.192 3.246 1.674
O9 7.995 2.091 0.257
C13 5.665 2.644 -0.831
H18 5.173 3.872 -2.631
H19 4.886 4.742 -1.244
H20 6.877 5.324 -2.296
H21 7.748 3.784 -2.315
H22 6.928 5.481 -0.101
H23 8.629 4.821 -0.251
H24 4.806 2.394 -0.209
H25 6.120 1.803 -1.355
C14 -8.114 -0.663 -2.442
C15 -9.219 0.455 -2.452
C16 -8.802 1.734 -3.083
S4 -6.950 1.885 -2.675
O10 -6.753 2.739 -1.539
O11 -6.306 2.034 -3.968
C17 -6.739 0.033 -2.199
H26 -8.131 -1.172 -3.406
H27 -8.436 -1.398 -1.704
H28 -9.595 0.709 -1.461
H29 -10.107 0.085 -2.965
H30 -9.241 2.682 -2.772
H31 -8.789 1.933 -4.155
H32 -6.373 0.048 -1.172
H33 -5.958 -0.300 -2.883
C18 -2.741 -7.324 4.282
C19 -3.377 -8.103 3.157
C20 -2.186 -8.968 2.564
S5 -0.540 -8.141 2.927
O12 -0.108 -7.676 1.631
O13 0.354 -8.908 3.841
C21 -1.409 -6.779 3.812
H34 -2.568 -8.142 4.981
H35 -3.300 -6.593 4.866
H36 -3.726 -7.456 2.352
H37 -4.224 -8.674 3.538
H38 -2.266 -9.320 1.536
H39 -2.153 -9.893 3.139
H40 -1.431 -6.030 3.020
H41 -0.740 -6.260 4.498
C22 -0.855 5.085 4.380
C23 -1.576 6.458 4.077
C24 -0.626 7.540 3.488
S6 1.024 6.727 3.203
O14 1.709 7.097 4.454
O15 1.701 6.952 1.904
C25 0.270 4.983 3.411
H42 -1.582 4.301 4.168
H43 -0.610 4.945 5.433
H44 -2.047 6.822 4.990
H45 -2.219 6.198 3.236
H46 -0.332 8.458 3.996
H47 -1.029 7.811 2.512
H48 0.938 4.144 3.604
H49 -0.055 4.800 2.387
C26 4.017 -0.583 6.176
C27 4.997 -0.079 7.233
C28 6.377 -0.660 6.910
S7 6.219 -1.842 5.466
O16 6.113 -3.241 5.812
O17 7.256 -1.528 4.476
C29 4.593 -1.262 4.954
H50 3.240 0.118 5.869
H51 3.367 -1.353 6.591
H52 4.678 -0.293 8.253
H53 5.114 1.000 7.341
H54 6.930 -1.299 7.597
H55 7.050 0.112 6.536
H56 3.923 -1.999 4.511
H57 4.625 -0.552 4.127

(2)
ORCA calculation (ωB97M-V/def2-TZVPD) on a cluster of 2 separate species, C20H40B2Br2ClFN6O8S2 in total.

Element x y z (Å)
C1 1.525 2.640 1.088
C2 2.174 1.340 1.549
C3 1.225 0.137 1.487
O1 0.213 0.292 0.503
C4 -0.365 -0.796 -0.211
C5 -1.196 -0.141 -1.334
C6 -0.706 0.370 -2.660
N1 -1.392 0.089 -3.686
C7 -1.458 -1.361 0.773
F1 -0.886 -1.329 2.106
B1 -2.825 -0.542 1.187
N2 -3.353 0.739 0.740
O2 -3.518 -1.214 2.168
N3 -1.618 -2.753 0.480
C8 -2.871 -3.441 0.277
S1 -3.968 -2.978 -1.094
O3 -5.264 -3.231 -0.523
O4 -3.635 -3.606 -2.321
C9 -0.463 -3.350 0.933
N4 -0.497 -4.144 2.036
S2 0.861 -4.783 2.810
Cl1 -1.963 -4.430 2.858
N5 0.715 -3.037 0.393
B2 1.600 -4.316 0.192
O5 1.035 -5.483 -0.226
C10 3.120 -4.205 0.624
C11 3.829 -5.541 0.897
C12 0.568 -2.003 -0.725
C13 -0.091 -2.690 -2.017
O6 0.207 -2.120 -3.066
O7 -0.799 -3.670 -1.801
C14 2.047 -1.616 -1.096
Br1 2.352 0.286 -1.569
C15 2.780 -2.274 -2.290
C16 4.302 -1.989 -2.212
Br2 2.530 -4.187 -2.592
H1 2.244 3.453 1.187
H2 1.207 2.578 0.053
H3 0.689 2.889 1.741
H4 2.485 1.452 2.589
H5 3.089 1.144 0.994
H6 1.775 -0.802 1.424
H7 0.750 0.100 2.471
H8 -1.500 0.790 -0.860
H9 -2.063 -0.748 -1.580
H10 0.100 1.096 -2.719
H11 -1.024 0.571 -4.503
H12 -3.795 0.665 -0.169
H13 -2.667 1.484 0.691
H14 -3.446 -0.746 3.005
H15 -3.531 -3.402 1.137
H16 -2.700 -4.498 0.073
H17 -3.856 -1.627 -1.173
H18 1.286 -3.644 3.389
H19 1.048 -6.150 0.466
H20 3.157 -3.577 1.517
H21 3.667 -3.657 -0.141
H22 3.293 -6.415 0.537
H23 4.799 -5.556 0.402
H24 4.058 -5.645 1.957
H25 2.677 -1.691 -0.217
H26 2.412 -1.829 -3.199
H27 4.613 -1.640 -1.229
H28 4.860 -2.902 -2.403
H29 4.601 -1.290 -2.985
C17 -2.167 8.070 -0.260
C18 -2.412 6.774 0.508
C19 -1.206 6.297 1.327
O8 -0.163 5.712 0.573
C20 0.712 6.622 -0.064
N6 -2.892 5.754 -0.427
H30 -1.584 7.899 -1.165
H31 -3.118 8.504 -0.568
H32 -1.644 8.804 0.355
H33 -3.215 6.966 1.227
H34 -1.549 5.507 2.001
H35 -0.810 7.108 1.953
H36 0.863 7.521 0.540
H37 0.351 6.906 -1.055
H38 1.670 6.117 -0.189
H39 -3.180 4.929 0.090
H40 -2.100 5.442 -0.983

(3)
ORCA calculation (ωB97M-V/def2-TZVPD) on a cluster of 2 separate species, C8H12N3 in total.

Calculated values
- charge = +1
- energy above the lowest of the compared OMol25 structures with the same formula, charge and spin (eV) = 1.084

Element x y z (Å)
C1 0.141 1.114 3.148
C2 0.776 0.112 2.424
C3 -0.949 1.822 2.536
C4 0.510 0.055 1.055
C5 -0.477 0.922 0.558
C6 1.134 -0.593 -0.178
C7 0.287 -0.153 -1.287
C8 0.795 -0.221 -2.638
N1 -1.258 1.728 1.211
N2 -0.432 0.840 -0.842
N3 -1.198 -1.666 -1.408
H1 0.306 1.164 4.273
H2 1.473 -0.448 2.974
H3 -1.571 2.427 3.116
H4 2.091 -0.214 -0.233
H5 1.166 -1.684 -0.124
H6 -0.053 -0.095 -3.417
H7 1.290 -1.258 -2.811
H8 1.374 0.752 -2.790
H9 -0.995 1.432 -1.419
H10 -2.060 -1.316 -1.203
H11 -1.139 -2.461 -0.637
H12 -1.213 -2.260 -2.308

(4)
ORCA calculation (ωB97M-V/def2-TZVPD) on a cluster of 2 separate species, C3H8O3 in total.

Calculated values
- energy above the lowest of the compared OMol25 structures with the same formula, charge and spin (eV) = 0.325
- SMILES = CCC(=O)O.O

Element x y z (Å)
C1 -0.587 -0.986 0.233
C2 -0.228 0.347 0.869
C3 -1.180 1.445 0.495
O1 -1.967 1.450 -0.402
O2 -1.034 2.509 1.354
H1 -1.364 -1.506 0.807
H2 -1.095 -0.780 -0.721
H3 0.217 -1.696 0.062
H4 0.754 0.692 0.536
H5 -0.199 0.303 1.954
H6 -1.168 3.301 0.813
O3 2.807 -1.592 -1.666
H7 3.086 -1.443 -2.575
H8 1.957 -2.043 -1.760

(5)
ORCA calculation (ωB97M-V/def2-TZVPD) on the ion C12H25N2O2 with charge +1.

Calculated values
- charge = +1
- energy above the lowest of the compared OMol25 structures with the same formula, charge and spin (eV) = 1.890
- SMILES = [H]/N=C\C[C@H]1CO[C@@H](CC)C[N@@H+]1CCOCC

Element x y z (Å)
H1 -1.615 -3.083 -2.958
N1 -1.476 -2.352 -3.680
C1 -0.307 -1.876 -3.425
C2 0.633 -2.347 -2.262
C3 0.414 -1.536 -0.902
C4 1.095 -2.451 0.225
O1 0.969 -1.920 1.543
C5 0.835 -0.488 1.562
C6 1.501 0.020 2.914
C7 0.575 -0.334 4.144
C8 1.646 0.189 0.402
N2 1.140 -0.231 -0.970
C9 0.428 0.871 -1.697
C10 -1.004 1.207 -1.165
O2 -1.019 1.734 0.156
C11 -2.382 2.176 0.435
C12 -2.380 3.765 0.225
H2 0.094 -1.070 -4.099
H3 0.369 -3.421 -2.045
H4 1.726 -2.337 -2.512
H5 -0.659 -1.462 -0.616
H6 0.487 -3.401 0.209
H7 2.138 -2.752 -0.060
H8 -0.260 -0.250 1.567
H9 2.548 -0.358 3.024
H10 1.576 1.145 2.836
H11 -0.261 0.409 4.174
H12 1.139 -0.222 5.110
H13 0.191 -1.373 4.013
H14 1.631 1.308 0.501
H15 2.736 -0.089 0.480
H16 1.998 -0.416 -1.510
H17 1.051 1.800 -1.554
H18 0.382 0.717 -2.810
H19 -1.681 0.322 -1.319
H20 -1.410 2.015 -1.846
H21 -2.655 1.997 1.508
H22 -3.127 1.673 -0.233
H23 -2.960 4.083 -0.674
H24 -2.799 4.248 1.145
H25 -1.305 4.092 0.161

no.,E_tot (a.u.),Kohn-Sham gap (eV)
1,-8193.5105,1.7
2,-8270.5695,7.3
3,-476.0407,9.3
4,-344.8364,11.4
5,-731.8919,10.3